Formula: C31H21CoF10N4OPS3
Source: the Open Molecules 2025 dataset
Level of theory: ωB97M-V/def2-TZVPD

Results
**2S+1**: 2
**Total energy**: -5405.58623 Eh
**Charge**: -2
**Molar mass**: 841.6 g/mol
**Energy above the lowest of the compared OMol25 structures with the same formula, charge and spin**: 1.419 eV

Cartesian coordinates (Å):
Co (-0.511, -2.111, 0.060)
S (0.747, 0.880, 0.461)
S (-1.922, -6.270, 1.791)
S (-1.549, 3.014, -1.106)
P (-0.606, 2.341, 0.510)
F (-3.293, -0.779, -3.929)
F (1.086, 0.830, -3.328)
F (2.384, -0.709, 5.818)
F (-2.205, 3.615, -5.154)
F (-0.149, -0.851, 4.793)
F (-0.582, -1.731, 2.288)
F (-4.027, 1.617, -4.957)
F (4.461, -1.566, 4.256)
F (4.106, -2.507, 1.837)
F (0.348, 3.216, -4.351)
O (-1.689, -0.881, -0.981)
N (1.347, -2.672, 0.704)
N (-0.698, -1.255, -3.002)
N (-1.488, -3.881, 0.365)
N (1.549, -3.099, -2.366)
C (-1.480, 1.842, 3.124)
C (-0.548, 2.235, -4.220)
C (-1.845, 2.437, -4.631)
C (1.569, 3.959, 1.333)
C (1.356, 6.224, 2.131)
C (2.985, -2.117, 2.504)
C (-2.423, 1.567, 4.103)
C (-3.753, 1.369, 3.751)
C (3.201, -1.618, 3.777)
C (-1.662, -4.862, 0.971)
C (2.152, 5.150, 1.762)
C (2.749, -2.819, -3.117)
C (-2.772, 1.423, -4.522)
C (2.167, -1.177, 4.566)
C (-4.134, 1.446, 2.419)
C (-0.182, -2.268, -3.924)
C (-0.938, -1.559, -1.702)
C (-0.031, 6.099, 2.085)
C (1.703, -2.192, 1.903)
C (-0.607, 4.915, 1.652)
C (-2.386, 0.204, -3.998)
C (-3.191, 1.739, 1.439)
C (-1.861, 1.943, 1.787)
C (-1.092, -0.022, -3.570)
C (0.890, -1.232, 4.033)
C (0.691, -1.696, 2.762)
C (2.356, -3.405, -0.043)
C (-0.182, 1.013, -3.683)
C (0.431, -3.456, -3.206)
C (1.772, -4.052, -1.285)
C (0.189, 3.834, 1.265)
H (2.572, -2.029, -3.850)
H (0.705, -4.206, -3.973)
H (-0.437, 1.975, 3.390)
H (3.535, -2.467, -2.450)
H (0.539, -1.787, -4.589)
H (-0.661, 6.931, 2.378)
H (-2.116, 1.484, 5.139)
H (-0.337, -3.895, -2.569)
H (2.452, -4.856, -1.619)
H (0.818, -4.507, -1.011)
H (2.177, 3.106, 1.050)
H (2.779, -4.205, 0.578)
H (3.125, -3.714, -3.653)
H (3.232, 5.236, 1.805)
H (-4.487, 1.137, 4.515)
H (1.809, 7.158, 2.443)
H (-5.167, 1.277, 2.140)
H (-1.686, 4.821, 1.597)
H (-3.471, 1.817, 0.396)
H (-1.003, -2.640, -4.547)
H (3.190, -2.761, -0.349)

Atomic partial charges in e from the Löwdin method, atoms 1 to 2: 0.48, 0.27